(1)
# C4H11N3

A single C4H11N3 molecule (ωB97M-V with the def2-TZVPD basis set, the Open Molecules 2025 dataset).

```
! wB97M-V def2-TZVPD RIJCOSX def2/J DEFGRID3
* xyz 0 1
C 0.73 0.65 1.59
C -0.52 0.27 0.85
C -0.11 -0.20 -0.52
C -0.24 0.58 -1.63
N -0.87 0.28 -2.81
N 0.33 -1.62 -0.74
N 0.57 0.10 2.97
H 0.85 1.79 1.68
H 1.54 0.21 0.94
H -1.07 -0.60 1.28
H -1.37 1.06 0.86
H -0.06 1.69 -1.50
H -1.82 -0.22 -2.69
H -0.87 1.03 -3.47
H 1.17 -1.58 -1.35
H 0.66 -2.03 0.06
H 0.52 -0.93 2.88
H 1.08 0.45 3.70
*
```

* maximum force: 4.23 eV/A
* HOMO: -6.779 eV
* lowest unoccupied orbital energy: 1.00 eV
* ΔE to the lowest compared entry with this formula, charge and spin: 84.3 kcal/mol


(2)
# C2HClO4

A single C2HClO4 molecule (ωB97M-V with the def2-TZVPD basis set, the Open Molecules 2025 dataset).

```
! wB97M-V def2-TZVPD RIJCOSX def2/J DEFGRID3
* xyz 0 1
C 0.99 -0.43 -0.51
C -0.28 0.15 0.06
O 1.69 -0.59 -1.41
O 1.28 -0.79 1.04
O -0.02 -0.32 1.34
O -1.45 -0.18 -0.51
Cl -0.01 1.97 0.03
H -2.21 0.20 -0.04
*
```

* maximum force: 3.48 eV/A
* HOMO: -10.639 eV
* lowest unoccupied orbital energy: -0.08 eV
* ΔE to the lowest compared entry with this formula, charge and spin: 114.2 kcal/mol


(3)
# C4H13NOS2

2 unconnected molecules or ions with the total composition C4H13NOS2 (ωB97M-V with the def2-TZVPD basis set, the Open Molecules 2025 dataset).

```
! wB97M-V def2-TZVPD RIJCOSX def2/J DEFGRID3
* xyz 0 1
N 2.16 -2.43 0.01
C 1.43 -1.20 0.22
C 1.04 -0.24 -0.88
S -0.08 -0.92 -2.13
S -1.96 -0.69 -1.51
C -2.53 1.07 -1.33
C -1.83 1.72 -0.12
H 2.97 -2.27 -0.60
H 1.66 -3.14 -0.52
H 2.03 -0.53 0.86
H 0.65 -1.41 0.98
H 1.91 0.27 -1.34
H 0.62 0.61 -0.35
H -3.61 1.10 -1.26
H -2.45 1.74 -2.21
H -2.38 2.58 0.33
H -1.84 0.98 0.67
H -0.97 2.23 -0.54
H 1.27 -0.39 3.72
H 0.63 0.81 3.08
O 1.27 0.10 2.90
*
```

* maximum force: 2.32 eV/A
* HOMO: -8.196 eV
* lowest unoccupied orbital energy: 0.57 eV
* ΔE to the lowest compared entry with this formula, charge and spin: 33.4 kcal/mol


(4)
# C9H11N5O6

2 unconnected molecules or ions with the total composition C9H11N5O6 (ωB97M-V with the def2-TZVPD basis set, the Open Molecules 2025 dataset).

```
! wB97M-V def2-TZVPD RIJCOSX def2/J DEFGRID3
* xyz 0 1
O -2.79 -0.90 -1.15
N -2.52 -2.06 -0.72
C -1.21 -2.59 -0.89
C -0.19 -1.78 -1.54
C 1.00 -2.53 -1.65
N 2.24 -2.07 -2.04
O 2.61 -1.02 -2.55
O 3.19 -3.05 -1.62
N 2.55 -4.14 -1.02
C 1.23 -3.80 -1.02
N 0.27 -4.46 -0.40
C -0.93 -3.87 -0.35
O -3.38 -2.77 -0.15
H -0.46 -1.18 -2.43
H -1.71 -4.45 0.16
C 0.15 5.15 1.87
C -0.43 3.77 2.08
O 0.38 2.84 1.32
C -0.21 1.66 1.11
C 0.69 0.59 0.50
N 0.00 0.01 -0.64
O -1.38 1.41 1.38
H -0.34 5.88 2.51
H 1.22 5.17 2.11
H 0.02 5.47 0.84
H -0.37 3.48 3.14
H -1.47 3.74 1.76
H 1.62 1.08 0.21
H 0.90 -0.16 1.27
H 0.35 0.44 -1.51
H -1.02 0.16 -0.57
*
```

* maximum force: 2.98 eV/A
* HOMO: -8.793 eV
* lowest unoccupied orbital energy: -1.45 eV
* ΔE to the lowest compared entry with this formula, charge and spin: 0.0 kcal/mol


(5)
# CH4ClOPS

2 unconnected molecules or ions with the total composition CH4ClOPS (ωB97M-V with the def2-TZVPD basis set, the Open Molecules 2025 dataset).

```
! wB97M-V def2-TZVPD RIJCOSX def2/J DEFGRID3
* xyz 0 1
C -0.72 0.64 0.79
O -0.58 -1.90 -1.58
P 0.94 0.33 0.01
S 1.98 1.80 -0.70
Cl 1.87 -0.91 1.33
H -1.09 -0.38 0.70
H -0.43 1.21 1.62
H -1.31 1.40 0.23
H -0.65 -2.18 -2.42
*
```

* maximum force: 6.62 eV/A
* HOMO (alpha / beta): -8.458 / -8.461 eV
* lowest unoccupied orbital energy (alpha / beta): -3.10 / -3.10 eV
* ΔE to the lowest compared entry with this formula, charge and spin: 119.6 kcal/mol


(6)
# C58H80O54

18 unconnected molecules or ions with the total composition C58H80O54 (ωB97M-V with the def2-TZVPD basis set, the Open Molecules 2025 dataset).

```
! wB97M-V def2-TZVPD RIJCOSX def2/J DEFGRID3
* xyz 0 1
C 2.19 0.68 -16.38
C 2.42 -0.64 -15.71
O 1.14 -1.08 -15.43
C 0.21 -0.09 -15.62
O -0.93 -0.18 -15.17
O 0.83 0.95 -16.19
H 2.49 0.58 -17.43
H 2.77 1.45 -15.87
H 3.03 -0.57 -14.81
H 2.96 -1.29 -16.39
C 9.38 7.28 -25.39
C 8.26 7.94 -24.65
O 7.54 6.92 -24.02
C 7.97 5.74 -24.44
O 7.54 4.63 -24.05
O 9.06 5.90 -25.25
H 10.38 7.36 -24.96
H 9.51 7.59 -26.43
H 7.47 8.40 -25.25
H 8.68 8.72 -24.01
C 3.67 5.35 -25.94
C 2.73 4.30 -25.38
O 3.50 3.09 -25.47
C 4.76 3.32 -25.88
O 5.69 2.51 -26.00
O 4.89 4.62 -26.18
H 3.66 6.17 -25.22
H 3.18 5.60 -26.87
H 1.85 4.17 -26.00
H 2.67 4.57 -24.32
C 6.32 5.53 -14.96
C 6.94 6.62 -15.85
O 7.78 7.36 -15.00
C 7.94 6.61 -13.84
O 8.61 6.95 -12.89
O 7.16 5.48 -13.93
H 6.45 4.57 -15.46
H 5.27 5.64 -14.69
H 6.22 7.34 -16.26
H 7.50 6.18 -16.68
C 6.66 12.97 -17.65
C 7.41 12.43 -18.86
O 7.55 11.05 -18.58
C 6.74 10.76 -17.50
O 6.57 9.62 -17.06
O 6.11 11.83 -17.05
H 5.82 13.58 -17.98
H 7.26 13.56 -16.96
H 8.42 12.84 -18.83
H 7.00 12.49 -19.86
C -0.33 6.26 -24.04
C -0.85 7.68 -23.93
O 0.05 8.27 -23.05
C 1.21 7.73 -23.24
O 2.24 8.13 -22.72
O 1.06 6.57 -23.90
H -0.64 5.79 -24.97
H -0.71 5.72 -23.17
H -1.79 7.57 -23.38
H -0.98 8.14 -24.91
C -0.88 2.43 -24.44
C -0.06 1.16 -24.31
O 0.06 0.73 -25.65
C -0.38 1.65 -26.48
O -0.38 1.65 -27.72
O -0.80 2.68 -25.78
H -0.48 3.23 -23.82
H -1.92 2.29 -24.14
H -0.60 0.29 -23.93
H 0.88 1.28 -23.77
C 4.00 0.18 -23.84
C 5.08 0.55 -22.88
O 4.86 -0.13 -21.72
C 3.79 -0.94 -21.83
O 3.39 -1.68 -20.93
O 3.26 -0.84 -23.12
H 4.43 -0.12 -24.80
H 3.41 1.09 -23.89
H 4.99 1.60 -22.62
H 6.10 0.51 -23.29
C 3.30 10.08 -17.02
C 2.17 9.14 -17.10
O 2.67 8.02 -16.45
C 3.63 8.40 -15.57
O 4.20 7.75 -14.69
O 3.92 9.68 -15.83
H 3.08 11.15 -16.92
H 3.91 9.94 -17.91
H 1.88 8.80 -18.10
H 1.31 9.56 -16.58
C 8.16 -0.20 -16.19
C 7.51 0.34 -14.86
O 6.28 0.84 -15.33
C 6.18 0.87 -16.60
O 5.34 1.44 -17.15
O 7.31 0.45 -17.16
H 8.26 -1.28 -16.11
H 9.05 0.35 -16.51
H 8.14 1.19 -14.60
H 7.45 -0.50 -14.16
C 8.62 1.97 -22.71
C 9.45 0.73 -22.44
O 9.13 0.29 -21.17
C 7.96 0.87 -20.85
O 7.22 0.59 -19.88
O 7.61 1.79 -21.76
H 8.35 1.91 -23.77
H 9.12 2.89 -22.40
H 10.49 1.05 -22.46
H 9.29 -0.05 -23.18
C 0.75 0.36 -19.46
C -0.37 0.41 -20.52
O -0.73 1.77 -20.57
C 0.11 2.47 -19.85
O -0.04 3.68 -19.57
O 1.11 1.67 -19.35
H 1.71 -0.01 -19.83
H 0.54 -0.22 -18.56
H -1.24 -0.14 -20.16
H -0.08 -0.04 -21.47
C -1.16 6.39 -20.32
C -0.05 6.91 -19.46
O -0.56 8.11 -19.06
C -1.52 8.56 -19.76
O -2.05 9.65 -19.68
O -1.92 7.55 -20.54
H -1.62 5.48 -19.94
H -0.65 6.16 -21.26
H 0.82 7.01 -20.10
H 0.09 6.25 -18.60
C 6.71 8.72 -20.58
C 6.48 9.88 -21.54
O 5.26 10.34 -21.09
C 4.62 9.43 -20.45
O 3.49 9.62 -20.02
O 5.44 8.43 -20.15
H 7.40 9.06 -19.80
H 7.19 7.87 -21.08
H 6.67 9.58 -22.57
H 7.23 10.65 -21.42
C 0.71 4.48 -15.49
C 2.07 4.93 -14.85
C 1.86 5.57 -13.52
O 2.44 4.67 -12.61
C 3.02 3.68 -13.20
O 3.75 2.90 -12.72
O 2.83 3.79 -14.55
H 0.15 5.37 -15.77
H 0.14 3.90 -14.75
H 0.98 3.90 -16.37
H 2.63 5.62 -15.48
H 0.81 5.67 -13.21
H 2.12 6.63 -13.54
C 1.90 12.59 -20.33
C 0.75 12.82 -21.37
C -0.03 11.53 -21.67
O -1.36 11.84 -21.52
C -1.48 12.97 -20.85
O -2.58 13.52 -20.71
O -0.24 13.43 -20.55
H 2.27 13.58 -20.07
H 2.79 12.24 -20.85
H 1.61 11.90 -19.53
H 1.04 13.36 -22.27
H 0.28 10.79 -20.92
H 0.22 11.13 -22.66
C 3.28 5.98 -19.17
C 3.66 5.39 -20.54
C 4.53 4.16 -20.45
O 3.79 3.18 -21.15
C 2.71 3.77 -21.75
O 2.07 3.20 -22.61
O 2.50 4.94 -21.22
H 2.73 6.92 -19.31
H 4.18 6.23 -18.61
H 2.61 5.27 -18.69
H 4.18 6.16 -21.12
H 4.74 3.76 -19.46
H 5.50 4.48 -20.83
C 12.03 6.35 -20.86
C 11.57 5.23 -19.87
C 10.19 4.75 -20.15
O 10.37 3.35 -20.00
C 11.59 3.02 -20.30
O 12.06 1.95 -20.63
O 12.36 4.08 -20.10
H 13.08 6.54 -20.66
H 11.54 7.27 -20.52
H 11.90 6.18 -21.93
H 11.61 5.47 -18.81
H 9.75 5.01 -21.12
H 9.68 5.09 -19.25
*
```

* maximum force: 5.63 eV/A
* HOMO: -10.320 eV
* lowest unoccupied orbital energy: -0.84 eV